Record 1
This record from the OMol25 dataset describes a 2-piece molecular cluster, C6H13NO overall. The level of theory is ωB97M-V/def2-TZVPD.

Structure (XYZ):
```
21
C6H13NO | the OMol25 dataset | ωB97M-V/def2-TZVPD
C -0.64 0.84 -0.68
H -2.25 1.83 -2.82
C 2.91 -2.54 0.05
H 2.85 -3.48 0.57
H -2.58 0.24 -3.20
H -3.53 1.08 -1.68
H 2.44 -2.67 -0.98
C 0.23 0.21 0.29
H -1.96 2.87 2.50
N 1.85 -1.57 0.82
O -1.10 2.56 2.85
H 0.58 0.76 1.14
H -0.73 1.95 -0.60
C -1.53 0.17 -1.46
H 1.96 -1.34 1.81
H 3.92 -2.03 -0.12
C -2.56 0.84 -2.26
H -1.41 -0.90 -1.60
H 0.86 -1.38 -1.03
C 1.00 -0.93 -0.04
H -0.67 2.03 2.12
```

Computed properties:
SMILES: C/C=C/C=C/NC.O
Energy relative to the best compared isomer or geometry (same formula, charge and spin): 3.6927 eV
HOMO-LUMO gap: 8.020 eV
M: 115.18 g mol⁻¹
Net charge: 0
E_tot: -366.2982 Eh

Record 2
This record from the OMol25 dataset describes C6H13NO as an isolated structure. The level of theory is ωB97M-V/def2-TZVPD.

Structure (XYZ):
```
21
C6H13NO | the OMol25 dataset | ωB97M-V/def2-TZVPD
N 2.60 0.10 0.35
C -0.35 -1.46 -0.73
H 2.61 2.78 0.45
C 1.63 2.38 0.19
C -1.68 -2.07 -1.11
H 0.25 -1.25 -1.61
H 0.92 2.63 0.99
C -0.97 -0.23 1.54
H -2.30 -2.23 -0.22
H -1.52 -3.03 -1.60
C -0.70 -0.01 0.23
C 1.67 0.90 0.02
H -2.22 -1.42 -1.81
H 1.30 2.84 -0.74
H -1.48 0.51 2.13
H 0.22 -2.09 -0.05
H -0.53 -1.08 2.06
H -2.17 1.19 0.01
H 3.40 0.57 0.78
H 0.70 0.03 -0.39
O -1.37 0.95 -0.49
```

Computed properties:
Energy relative to the best compared isomer or geometry (same formula, charge and spin): 4.8403 eV
HOMO-LUMO gap: 8.971 eV
M: 115.18 g mol⁻¹
Net charge: 0
E_tot: -366.2560 Eh

Record 3
This record from the OMol25 dataset describes a 2-piece molecular cluster, C6H13NO overall. The level of theory is ωB97M-V/def2-TZVPD.

Structure (XYZ):
```
21
C6H13NO | the OMol25 dataset | ωB97M-V/def2-TZVPD
H 0.91 -1.44 0.95
H 2.63 1.32 -0.70
C 1.48 0.62 1.03
C -2.20 -1.33 -2.53
H -1.30 -2.01 -2.63
H 0.10 2.20 1.57
C 1.19 1.95 1.70
H -2.08 -0.55 -3.30
H 0.16 -0.54 2.34
C -2.34 -0.75 -1.12
H 1.44 1.93 2.80
H 1.85 -1.04 2.47
H -1.34 0.42 0.12
H -0.46 0.11 -1.24
H -3.12 -1.91 -2.76
C 2.18 0.48 -0.11
C 1.09 -0.71 1.74
H 2.58 -0.51 -0.36
H 1.78 2.68 1.17
N -1.12 -0.27 -0.58
O -3.43 -0.67 -0.54
```

Computed properties:
SMILES: C=C(C)C.CC(N)=O
Energy relative to the best compared isomer or geometry (same formula, charge and spin): 1.2169 eV
HOMO-LUMO gap: 10.113 eV
M: 115.18 g mol⁻¹
Net charge: 0
E_tot: -366.3892 Eh

Record 4
This record from the OMol25 dataset describes one molecule with the formula C6H13NO. The level of theory is ωB97M-V/def2-TZVPD.

Structure (XYZ):
```
21
C6H13NO | the OMol25 dataset | ωB97M-V/def2-TZVPD
H -0.48 2.40 0.07
H 2.14 1.12 1.27
N 2.92 0.25 -0.57
H -2.79 -0.49 0.96
H -1.95 2.16 -0.90
H -3.84 0.09 -0.44
H 3.02 -0.84 -0.12
H 1.80 -2.02 1.11
H 0.44 -2.39 0.09
H 2.77 0.20 -1.54
C 1.65 0.78 0.19
C -1.21 1.69 -0.05
H 1.95 -1.86 -0.63
C -2.89 -0.67 -0.07
C -0.69 0.23 -0.19
H 1.54 2.01 -0.02
C 0.60 -0.31 0.17
H -1.58 1.88 0.97
O -1.52 -0.72 -0.67
C 1.21 -1.70 0.17
H -3.10 -1.82 0.19
```

Computed properties:
SMILES: CO/C(C)=C(\C)CN
Energy relative to the best compared isomer or geometry (same formula, charge and spin): 6.6085 eV
HOMO-LUMO gap: 8.801 eV
M: 115.18 g mol⁻¹
Net charge: 0
E_tot: -366.1910 Eh

Record 5
This record from the OMol25 dataset describes a 2-piece molecular cluster, C6H13NO overall. The level of theory is ωB97M-V/def2-TZVPD.

Structure (XYZ):
```
21
C6H13NO | the OMol25 dataset | ωB97M-V/def2-TZVPD
H -0.94 -2.05 1.91
H 0.33 2.85 -1.21
H -0.78 -1.62 -0.20
C 0.58 2.06 -0.60
H -0.72 -1.27 3.45
H 0.07 0.66 -3.89
H 0.74 2.38 0.45
H 0.28 -0.81 -1.57
C 0.27 -1.43 -0.60
N 1.10 -0.80 0.50
O 0.25 0.43 -2.98
H -2.02 0.63 1.15
H -0.87 0.83 -1.66
C -0.57 1.02 -0.59
C -0.51 -1.22 2.36
C -1.07 0.47 0.60
H 1.50 1.52 -1.05
H 0.55 0.58 2.05
H 0.62 -2.43 -0.93
H 1.22 -1.60 1.25
C -0.02 -0.20 1.56
```

Computed properties:
Energy relative to the best compared isomer or geometry (same formula, charge and spin): 11.4321 eV
HOMO-LUMO gap: 4.481 eV
M: 115.18 g mol⁻¹
Net charge: 0
E_tot: -366.0138 Eh

Record 6
This record from the OMol25 dataset describes a 2-piece molecular cluster, C6H13NO overall. The level of theory is ωB97M-V/def2-TZVPD.

Structure (XYZ):
```
21
C6H13NO | the OMol25 dataset | ωB97M-V/def2-TZVPD
C 0.73 -0.98 -1.09
H -2.84 -2.97 1.37
H 0.99 6.18 4.04
C -0.23 -1.68 -1.84
N 1.82 -0.49 -1.81
C -1.33 -1.87 -0.91
H 2.77 -0.08 0.12
H 0.51 -0.58 -0.14
O 0.81 6.78 3.28
H 3.68 0.29 -1.46
H -2.26 -2.37 -1.32
H -0.07 -2.18 -2.70
H -0.95 -1.18 1.16
H -3.79 -2.05 0.23
C -2.98 -1.91 1.01
C -1.65 -1.33 0.33
H 1.03 6.17 2.58
C 2.73 0.31 -1.00
H 2.36 1.34 -0.96
H -3.10 -1.26 1.87
H 1.77 -0.15 -2.75
```

Computed properties:
SMILES: C/C=C/C=C/NC.O
Energy relative to the best compared isomer or geometry (same formula, charge and spin): 4.4627 eV
HOMO-LUMO gap: 7.843 eV
M: 115.18 g mol⁻¹
Net charge: 0
E_tot: -366.2699 Eh

Record 7
This record from the OMol25 dataset describes a 2-piece molecular cluster, C6H13NO overall. The level of theory is ωB97M-V/def2-TZVPD.

Structure (XYZ):
```
21
C6H13NO | the OMol25 dataset | ωB97M-V/def2-TZVPD
H -1.98 -1.22 -1.05
C -1.08 -0.70 -1.37
H -1.38 0.15 -1.99
H 1.88 2.27 -0.18
H -1.14 -0.38 2.50
H 2.26 -1.98 -0.98
N 0.61 0.68 0.38
H 1.13 0.47 1.24
O -1.83 1.32 0.41
H -2.30 -1.17 1.41
C 0.83 2.10 0.02
H -0.56 -1.47 -1.93
H 1.77 -1.72 0.77
C -1.29 -0.77 1.48
H 0.23 2.31 -0.86
H 0.49 2.73 0.84
C 1.81 -1.33 -0.24
H -0.55 -1.55 1.29
C 1.05 -0.27 -0.64
C -1.12 0.35 0.49
H 1.18 0.20 -1.61
```

Computed properties:
Energy relative to the best compared isomer or geometry (same formula, charge and spin): 5.0345 eV
HOMO-LUMO gap: 8.045 eV
M: 115.18 g mol⁻¹
Net charge: 0
E_tot: -366.2489 Eh

Record 8
This record from the OMol25 dataset describes a 2-piece molecular cluster, C6H13NO overall. The level of theory is ωB97M-V/def2-TZVPD.

Structure (XYZ):
```
21
C6H13NO | the OMol25 dataset | ωB97M-V/def2-TZVPD
H -1.88 1.90 -1.88
O 4.15 -2.85 4.39
H -1.35 1.93 0.89
H -0.65 3.04 -0.15
C -2.14 -1.16 -1.82
H -1.76 -0.32 -3.54
C 0.21 -0.18 -0.28
H -2.16 -1.49 -0.79
H -2.57 -1.98 -2.39
H 4.70 -2.65 5.18
H 1.10 -1.28 1.15
H -0.49 1.63 -2.84
C -0.23 1.03 -0.68
H 4.30 -1.90 4.18
H 0.92 0.25 1.57
C -1.06 1.19 -1.99
H 0.40 2.36 1.03
H 0.13 -1.07 -0.91
C -1.71 -0.08 -2.49
C -0.42 2.10 0.34
N 0.48 -0.48 1.04
```

Computed properties:
SMILES: C=CC/C(C)=C/N.O
Energy relative to the best compared isomer or geometry (same formula, charge and spin): 2.9678 eV
HOMO-LUMO gap: 8.427 eV
M: 115.18 g mol⁻¹
Net charge: 0
E_tot: -366.3248 Eh

Record 9
This record from the OMol25 dataset describes one molecule with the formula C6H13NO. The level of theory is ωB97M-V/def2-TZVPD.

Structure (XYZ):
```
21
C6H13NO | the OMol25 dataset | ωB97M-V/def2-TZVPD
H 3.05 -1.42 1.29
H 1.89 1.41 -0.81
C -0.86 -0.17 -1.72
H -1.06 -1.23 -1.60
C -0.86 0.54 -0.38
H 1.58 -2.32 0.86
C 1.43 -0.20 0.51
H -1.61 0.28 -2.38
H -0.16 2.11 0.33
H -2.63 0.74 1.36
N -0.24 -0.03 0.71
C -2.57 0.42 0.33
H -2.94 -0.60 0.20
C 2.24 0.64 -0.13
H -3.14 1.12 -0.29
H 1.63 -1.32 2.32
H -0.59 -0.96 0.91
H 0.11 -0.05 -2.21
O -0.56 1.87 -0.52
C 1.95 -1.38 1.28
H 3.33 0.54 -0.08
```

Computed properties:
SMILES: C=C(C)NC(C)(C)O
Energy relative to the best compared isomer or geometry (same formula, charge and spin): 2.9571 eV
HOMO-LUMO gap: 9.526 eV
M: 115.18 g mol⁻¹
Net charge: 0
E_tot: -366.3252 Eh

Record 10
This record from the OMol25 dataset describes one molecule with the formula C6H13NO. The level of theory is ωB97M-V/def2-TZVPD.

Structure (XYZ):
```
21
C6H13NO | the OMol25 dataset | ωB97M-V/def2-TZVPD
H 1.78 0.14 -0.82
H -0.92 -1.94 -3.27
C 1.00 1.41 0.85
H -2.39 -0.51 -0.21
H -1.72 0.59 0.99
H 1.17 -0.87 0.58
C -1.50 -0.27 0.37
H 1.30 0.22 2.66
N 0.85 2.57 0.40
O 0.01 -1.19 -1.65
H -2.01 -1.97 -1.88
C -0.37 0.05 -0.58
H -0.63 -3.07 -1.94
C -0.95 -2.05 -2.17
C 1.43 1.23 2.27
H 0.87 1.90 2.92
C 1.00 -0.03 -0.08
H 2.50 1.43 2.38
H -1.26 -1.13 0.99
H 0.42 2.62 -0.53
H -0.59 0.88 -1.27
```

Computed properties:
SMILES: [H]/N=C(/C)C[C@H](C)OC
Energy relative to the best compared isomer or geometry (same formula, charge and spin): 3.2193 eV
HOMO-LUMO gap: 9.928 eV
M: 115.18 g mol⁻¹
Net charge: 0
E_tot: -366.3156 Eh

| no. | LUMO energy (eV) | HOMO level (eV) |
| --- | --- | --- |
| 1 | 0.95 | -7.1 |
| 2 | 0.80 | -8.2 |
| 3 | 0.70 | -9.4 |
| 4 | 0.82 | -8.0 |
| 5 | -3.00 | -7.5 |
| 6 | 0.66 | -7.2 |
| 7 | 0.76 | -7.3 |
| 8 | 0.63 | -7.8 |
| 9 | 0.89 | -8.6 |
| 10 | 0.94 | -9.0 |